No. 1
C10H10N2O3 | wB97M-V/def2-TZVPD

Output
orbital gap: 9.3 eV
ΔE to the lowest compared entry with this formula, charge and spin: 47.1 kcal per mole
HOMO level: -8.598 eV
multiplicity: 1
SMILES string: COC(=O)N=C=O.C=Nc1ccccc1

Each line ends with the Löwdin charge.
Cartesian coordinates (Å):
1 C 2.40264 2.01191 -0.86937  -0.0320
2 O 2.25709 0.59905 -1.09821  -0.0389
3 C 3.02587 -0.18891 -0.39374  -0.5891
4 O 4.07914 0.12302 0.07725  0.1363
5 N 2.37526 -1.39682 -0.11662  0.2572
6 C 2.24827 -2.51213 -0.50701  -0.2876
7 O 1.90686 -3.55766 -0.84259  0.1947
8 H 2.64406 2.16513 0.26072  0.1196
9 H 1.49922 2.49733 -1.18694  0.0794
10 H 3.43724 2.29918 -1.25614  0.1140
11 C 0.40828 0.76986 2.72778  0.0182
12 N 0.63267 0.05087 1.71003  0.0431
13 C -0.33628 -0.59736 1.00381  -0.3432
14 C -0.75203 -1.86309 1.26319  -0.0773
15 C -1.34609 -2.67318 0.33230  -0.0938
16 C -1.75015 -2.13051 -0.90156  -0.1042
17 C -1.39629 -0.84130 -1.15160  -0.1184
18 C -0.70007 -0.05957 -0.26407  -0.0266
19 H 1.27030 1.19345 3.08426  0.0393
20 H -0.64288 1.14076 3.04962  0.1226
21 H -0.36033 -2.27173 2.22179  0.1289
22 H -1.52742 -3.76772 0.59772  0.1300
23 H -2.01463 -2.89108 -1.68809  0.1222
24 H -1.75819 -0.45607 -2.07222  0.0960
25 H -0.57574 0.99282 -0.54240  0.1098



No. 2
C6H17FINO3P2S | wB97M-V/def2-TZVPD

Output
orbital gap: 7.9 eV
HOMO level: -8.012 eV
multiplicity: 1
SMILES string: OP(I)#P(F)S.COCCNCCOC

Each line ends with the Löwdin charge.
Cartesian coordinates (Å):
1 O 0.89584 1.73342 -4.00189  -0.5092
2 P 1.85167 2.44271 -2.86098  0.1517
3 I 1.67425 4.82427 -3.30774  0.3373
4 P 3.90513 1.84928 -3.52285  0.2896
5 F 4.45424 1.28349 -2.15760  -0.4118
6 S 3.59564 0.06108 -4.61647  0.3383
7 H 0.84139 0.80365 -3.70258  0.0161
8 H 3.41745 0.52150 -5.85861  -0.1833
9 C 0.23247 -2.14332 3.36207  -0.1157
10 O -0.95423 -2.28224 2.60501  -0.1949
11 C -1.98172 -1.36549 2.96103  -0.2185
12 C -2.22208 -0.36534 1.85284  -0.2173
13 N -1.10189 0.55698 1.72347  -0.0500
14 C -1.15062 1.39980 0.53274  -0.1970
15 C -1.06328 0.71945 -0.82780  -0.2299
16 O 0.19147 0.11816 -1.09533  -0.2333
17 C 0.35254 -1.20237 -0.60334  -0.0887
18 H 0.88416 -2.97662 3.10609  0.0881
19 H 0.75571 -1.20924 3.13008  0.0792
20 H 0.02326 -2.18312 4.43486  0.0877
21 H -1.75792 -0.86186 3.90517  0.1224
22 H -2.89501 -1.95000 3.10371  0.1214
23 H -3.12824 0.20525 2.07531  0.1239
24 H -2.39466 -0.93405 0.92857  0.1064
25 H -0.24168 0.02562 1.70404  0.0683
26 H -0.31294 2.09752 0.60377  0.1198
27 H -2.06515 1.99971 0.56673  0.1198
28 H -1.18175 1.50039 -1.58449  0.1136
29 H -1.87691 0.00454 -0.99725  0.1135
30 H -0.58988 -1.75440 -0.59439  0.0911
31 H 0.79084 -1.20093 0.39775  0.0740
32 H 1.05188 -1.71785 -1.26196  0.0873



No. 3
C32H10F15GeN2O3ReS | wB97M-V/def2-TZVPD

Output
orbital gap (alpha / beta): 6.0 / 5.5 eV
ΔE to the lowest compared entry with this formula, charge and spin: 10.3 kcal per mole
HOMO level (alpha / beta): -11.200 / -11.221 eV
multiplicity: 4
expectation value of S²: 3.789
total charge: +1

Each line ends with the Löwdin charge.
Cartesian coordinates (Å):
1 Re 0.19840 1.68164 0.03150  1.3654
2 O 3.06718 6.09462 1.59201  0.0899
3 C 3.97254 5.18983 1.19616  -0.2609
4 C 5.30857 5.50494 1.46073  -0.0010
5 C 6.33864 4.62419 1.26277  -0.0467
6 C 6.06805 3.43294 0.59674  -0.0605
7 C 4.74810 3.11681 0.30960  -0.0182
8 C 3.67127 3.93838 0.64521  -0.0975
9 C 2.28552 3.47431 0.56113  -0.3004
10 O 1.97575 2.25034 0.08371  -0.2505
11 N 1.28805 4.24940 1.01263  0.0768
12 N 0.08792 3.58488 0.64511  -0.1831
13 C -0.99596 4.33941 0.85579  0.0212
14 C -2.31133 3.96547 0.43938  -0.1496
15 C -3.39255 4.84720 0.65740  -0.0367
16 C -4.65859 4.50562 0.40205  -0.0538
17 C -4.86748 3.19846 -0.11970  -0.0112
18 C -3.81941 2.36418 -0.49899  0.0192
19 C -2.47134 2.73351 -0.25539  -0.3060
20 O -1.46627 2.15291 -0.93254  -0.2432
21 H 2.21650 5.61493 1.44743  0.0604
22 H 5.49464 6.49690 1.85638  0.1291
23 H 7.33973 4.92367 1.56821  0.1221
24 H 6.85937 2.77317 0.34077  0.0998
25 H 4.49514 2.16057 -0.12668  0.1144
26 H -0.81817 5.23130 1.47486  0.1555
27 H -3.03031 5.81006 1.06461  0.1367
28 H -5.49501 5.19749 0.59613  0.1314
29 H -5.89501 2.87407 -0.26088  0.1206
30 H -3.96178 1.37257 -0.92115  0.1135
31 F -0.62580 -5.51000 -0.34283  0.0791
32 C -0.50476 -5.11294 0.97019  -0.1976
33 C -0.58675 -3.73417 1.32328  -0.1368
34 C -0.68548 -3.47737 2.69675  -0.1963
35 F -1.14044 -2.28329 3.18326  0.0480
36 C -0.43140 -4.47991 3.65662  -0.0879
37 F -0.31077 -4.13956 4.98466  0.0971
38 C -0.41590 -5.82597 3.29866  -0.0902
39 F -0.58072 -6.81325 4.20398  0.1415
40 C -0.46783 -6.10506 1.92143  -0.1252
41 F -0.55825 -7.40314 1.55930  0.1220
42 Ge -0.51112 -2.37025 -0.10199  0.9508
43 S 0.08735 -0.27974 1.04279  0.2752
44 C 1.02873 -2.71688 -1.24623  -0.1632
45 C 2.08028 -3.57004 -0.86416  -0.1716
46 F 2.03511 -4.22134 0.33947  0.0850
47 C 3.14224 -3.80326 -1.72428  -0.1016
48 F 4.19904 -4.57942 -1.37981  0.1217
49 C 3.12995 -3.26406 -3.01731  -0.1081
50 F 3.91640 -3.72356 -3.98583  0.1574
51 C 2.11178 -2.38965 -3.39981  -0.1256
52 F 2.06488 -2.00700 -4.67640  0.1409
53 C 1.10673 -2.08019 -2.48118  -0.1995
54 F 0.10629 -1.20101 -2.83083  0.0564
55 C -2.22628 -2.39080 -1.07158  -0.1301
56 C -2.33213 -3.04309 -2.31097  -0.1864
57 F -1.35762 -3.87787 -2.72921  0.1043
58 C -3.56981 -2.97725 -2.99112  -0.1068
59 F -3.73046 -3.55203 -4.19223  0.1350
60 C -4.67428 -2.43285 -2.34241  -0.1144
61 F -5.84382 -2.45716 -2.98168  0.1514
62 C -4.53802 -1.75045 -1.13772  -0.1349
63 F -5.62150 -1.15730 -0.61999  0.1263
64 C -3.32468 -1.78349 -0.47102  -0.2275
65 F -3.20312 -1.19043 0.73326  0.0752



Electronic energy, respectively: -19652.7523; -54361.2511; -152701.0382 eV.